Entry 1:
Entry from the OMol25 dataset: 2 unconnected molecules or ions with the total composition C4H5ClOSi at a distorted geometry (ωB97M-V with the def2-TZVPD basis set).

The geometry in ORCA input format:
```
! RIJCOSX wB97M-V def2-TZVPD def2/J DEFGRID3
* xyz 0 1
C 2.35 -0.82 0.04
C 3.45 -0.34 -0.12
C -0.62 -0.44 -0.89
C -0.39 1.07 -1.17
O -1.74 -0.92 -1.04
Si 0.67 -1.54 0.10
Cl 4.94 0.35 -0.20
H -0.81 1.46 -2.15
H 0.62 1.48 -1.15
H -1.06 1.63 -0.45
H 0.89 -3.06 -0.11
H -0.12 -1.40 2.20
*
```

Properties
- LUMO: -0.6347 eV
- Gap between HOMO and LUMO: 8.7 eV
- Max |F|: 0.063 hartree/bohr

Entry 2:
Entry from the OMol25 dataset: a molecular structure, C14H28AuClINOP2 at a distorted geometry (ωB97M-V with the def2-TZVPD basis set).

The geometry in ORCA input format:
```
! RIJCOSX wB97M-V def2-TZVPD def2/J DEFGRID3
* xyz 2 3
C -3.62 2.79 -3.88
C -2.53 1.90 -3.39
H -3.64 2.72 -5.01
H -3.47 3.86 -3.62
H -4.63 2.51 -3.51
O -1.73 1.17 -4.02
I -3.42 2.92 -0.03
Au -1.92 1.52 -1.56
P -2.08 -0.88 -0.60
C -1.13 -2.41 -0.97
C -2.40 -1.12 1.20
H -3.28 -1.77 1.33
H -4.04 -2.27 -0.96
H -2.60 -0.13 1.62
H -4.41 -0.50 -1.00
H -0.23 -2.51 -0.33
H -1.55 -1.57 1.72
C -3.69 -1.28 -1.30
H -1.77 -3.32 -0.81
H -3.61 -1.27 -2.40
H -0.82 -2.38 -2.02
P 0.52 2.14 -0.85
C 2.15 1.48 -1.33
C 0.54 3.77 -1.63
H -0.12 2.68 1.41
H 1.42 3.50 0.96
H 1.42 1.78 1.41
C 0.85 2.56 0.91
H -0.29 4.36 -1.24
H 1.50 4.28 -1.43
H 2.84 2.31 -1.62
H 2.01 0.82 -2.21
H 0.42 3.64 -2.71
H 2.65 0.90 -0.53
Cl -2.43 2.30 2.07
N 1.54 -1.23 1.45
C 2.47 -1.98 2.14
C 2.06 -3.16 2.81
C 3.00 -3.90 3.50
C 4.36 -3.49 3.54
C 4.75 -2.30 2.88
C 3.82 -1.55 2.17
H 0.53 -1.47 1.48
H 1.79 -0.42 0.90
H 1.02 -3.46 2.77
H 2.72 -4.82 4.01
H 5.11 -4.09 4.08
H 5.78 -1.98 2.92
H 4.09 -0.65 1.66
*
```

Properties
- Expectation value of S²: 2.020
- LUMO (spin up / spin down): -8.9498 / -10.3922 eV
- Gap between HOMO and LUMO (spin up / spin down): 3.1 / 1.6 eV
- Max |F|: 0.094 hartree/bohr

Entry 3:
Entry from the OMol25 dataset: a molecular structure, C29H28Cl2IrN4SSe at a distorted geometry (ωB97M-V with the def2-TZVPD basis set).

The geometry in ORCA input format:
```
! RIJCOSX wB97M-V def2-TZVPD def2/J DEFGRID3
* xyz 2 6
Ir -17.19 -12.50 -2.67
Cl -17.86 -13.43 -5.07
C -19.56 -13.86 -4.74
C -20.29 -14.42 -5.80
C -21.65 -14.60 -5.71
C -22.31 -14.32 -4.50
C -21.57 -13.90 -3.38
Cl -22.38 -13.68 -1.89
C -20.15 -13.62 -3.48
S -19.37 -12.98 -2.03
H -19.74 -14.63 -6.72
H -22.23 -14.92 -6.58
H -23.38 -14.41 -4.36
C -13.10 -12.52 1.27
C -13.49 -11.75 -0.01
C -14.66 -10.82 0.19
C -14.28 -9.71 0.96
C -15.18 -8.71 1.35
C -16.39 -8.70 0.67
C -16.88 -9.82 -0.07
C -18.30 -9.82 -0.53
C -18.76 -8.49 -1.09
C -16.01 -10.94 -0.24
N -16.43 -12.23 -0.80
C -16.06 -13.37 -0.18
C -16.01 -14.56 -0.93
C -15.77 -15.93 -0.70
C -16.13 -16.63 -1.85
C -16.57 -15.71 -2.75
N -16.46 -14.44 -2.25
H -12.52 -13.44 1.11
H -13.97 -12.81 1.88
H -12.50 -11.91 1.99
H -13.64 -12.48 -0.82
H -12.64 -11.10 -0.28
H -13.24 -9.66 1.28
H -14.91 -7.98 2.09
H -17.02 -7.81 0.65
H -18.91 -10.08 0.36
H -18.48 -10.64 -1.25
H -18.93 -7.78 -0.26
H -19.68 -8.60 -1.65
H -18.02 -8.06 -1.80
H -15.90 -13.37 0.91
H -15.48 -16.39 0.24
H -16.16 -17.71 -2.04
H -16.98 -15.90 -3.73
C -13.69 -9.42 -3.18
N -14.05 -10.00 -4.47
C -15.29 -10.50 -4.85
Se -16.91 -10.41 -3.89
N -15.22 -10.84 -6.17
C -13.90 -10.65 -6.63
C -13.27 -10.99 -7.83
C -11.89 -10.72 -7.88
C -11.14 -10.15 -6.83
C -11.82 -9.74 -5.66
C -13.17 -10.06 -5.57
H -14.57 -9.34 -2.52
H -13.28 -8.39 -3.29
H -12.94 -10.02 -2.65
H -15.95 -11.27 -6.72
H -13.79 -11.43 -8.64
H -11.40 -10.93 -8.83
H -10.06 -10.00 -6.95
H -11.36 -9.26 -4.82
*
```

Properties
- Expectation value of S²: 8.843
- LUMO (spin up / spin down): -6.2097 / -8.7787 eV
- Gap between HOMO and LUMO (spin up / spin down): 6.6 / 5.0 eV
- Max |F|: 0.076 hartree/bohr

Entry 4:
Entry from the OMol25 dataset: a single C19H26N4OS molecule (ωB97M-V with the def2-TZVPD basis set).

The geometry in ORCA input format:
```
! RIJCOSX wB97M-V def2-TZVPD def2/J DEFGRID3
* xyz 0 1
C 1.31 -0.93 4.19
H 0.26 -1.07 4.00
H 1.74 -1.89 4.47
C 2.01 -0.38 2.95
C 1.85 -1.34 1.78
O 1.17 -2.34 1.84
N 2.57 -1.04 0.66
C 3.20 0.22 0.34
H 2.98 0.95 1.12
C 2.65 0.72 -1.01
N 1.33 0.19 -1.27
C 0.30 0.73 -0.53
N 0.63 1.61 0.41
C -0.29 2.06 1.25
N -1.54 1.63 1.29
C -1.91 0.85 0.29
C -1.07 0.42 -0.76
C -1.81 -0.23 -1.80
C -3.12 -0.37 -1.47
S -3.53 0.29 0.09
C -4.17 -1.01 -2.32
C -3.73 -1.01 -3.78
C -2.29 -1.50 -3.89
C -1.34 -0.52 -3.19
H -1.33 0.42 -3.75
H -0.33 -0.91 -3.21
H -2.20 -2.48 -3.42
H -2.00 -1.60 -4.94
H -3.80 0.00 -4.19
H -4.39 -1.65 -4.36
H -4.33 -2.03 -1.98
H -5.12 -0.47 -2.20
C 0.13 3.10 2.25
H -0.23 4.06 1.88
H 1.22 3.14 2.27
C -0.45 2.83 3.63
H -0.07 1.90 4.04
H -0.19 3.64 4.31
H -1.53 2.76 3.57
C 1.36 -1.25 -1.45
H 1.63 -1.49 -2.49
C 2.40 -1.88 -0.50
H 2.07 -2.87 -0.17
H 3.38 -1.98 -0.99
H 0.38 -1.66 -1.23
H 3.29 0.41 -1.84
H 2.58 1.81 -1.00
H 4.29 0.08 0.28
H 3.07 -0.22 3.15
H 1.56 0.58 2.67
H 1.43 -0.24 5.03
*
```

Properties
- LUMO: 0.7093 eV
- Gap between HOMO and LUMO: 8.6 eV
- Max |F|: 0.016 hartree/bohr
- SMILES: CCC(=O)N1CCN(c2nc(CC)nc3sc4c(c23)CCCC4)CC1